{
  "formula": "C66H147B3ClF12N8O2",
  "method": "ωB97M-V/def2-TZVPD",
  "elements": ["C", "C", "C", "N", "C", "C", "C", "C", "C", "H", "H", "H", "H", "H", "H", "H", "H", "H", "H", "H", "H", "H", "H", "H", "H", "H", "H", "C", "C", "C", "N", "C", "C", "C", "C", "C", "H", "H", "H", "H", "H", "H", "H", "H", "H", "H", "H", "H", "H", "H", "H", "H", "H", "H", "C", "C", "C", "N", "C", "C", "C", "C", "C", "H", "H", "H", "H", "H", "H", "H", "H", "H", "H", "H", "H", "H", "H", "H", "H", "H", "H", "C", "C", "C", "N", "C", "C", "C", "C", "C", "H", "H", "H", "H", "H", "H", "H", "H", "H", "H", "H", "H", "H", "H", "H", "H", "H", "H", "C", "C", "C", "N", "C", "C", "C", "C", "C", "H", "H", "H", "H", "H", "H", "H", "H", "H", "H", "H", "H", "H", "H", "H", "H", "H", "H", "C", "C", "C", "N", "C", "C", "C", "C", "C", "H", "H", "H", "H", "H", "H", "H", "H", "H", "H", "H", "H", "H", "H", "H", "H", "H", "H", "C", "C", "C", "N", "C", "C", "C", "C", "C", "H", "H", "H", "H", "H", "H", "H", "H", "H", "H", "H", "H", "H", "H", "H", "H", "H", "H", "C", "C", "C", "N", "C", "C", "C", "C", "C", "H", "H", "H", "H", "H", "H", "H", "H", "H", "H", "H", "H", "H", "H", "H", "H", "H", "H", "Cl", "B", "F", "F", "F", "F", "B", "F", "F", "F", "F", "B", "F", "F", "F", "F", "C", "C", "O", "O", "H", "H", "H"],
  "coordinates": [[19.9482, 15.9594, 17.2600], [20.2592, 16.6406, 18.5648], [19.1409, 17.6816, 18.8184], [19.2499, 18.5596, 20.0776], [19.6623, 17.7383, 21.2454], [18.0372, 19.4330, 20.3097], [18.4834, 20.8536, 20.6951], [20.0110, 20.6666, 20.8799], [20.3016, 19.5811, 19.8076], [19.9299, 16.7808, 16.5332], [18.9045, 15.5459, 17.2816], [20.5182, 15.0694, 17.0717], [21.2355, 17.1600, 18.4753], [20.2703, 15.8987, 19.3239], [18.1906, 17.1788, 18.9154], [19.1365, 18.4196, 18.0480], [20.6914, 17.3543, 21.1089], [18.9183, 16.9536, 21.4099], [19.8311, 18.3445, 22.1249], [17.3916, 19.0422, 21.1216], [17.3264, 19.5472, 19.4454], [17.8478, 21.2669, 21.5043], [18.3379, 21.5596, 19.8992], [20.3074, 20.2423, 21.8263], [20.6541, 21.5203, 20.7131], [21.3209, 19.1843, 19.7599], [20.2000, 19.9158, 18.7488], [19.8248, 12.6117, 12.6776], [19.9825, 12.2009, 11.2370], [21.1937, 11.3086, 10.9389], [21.4236, 11.0453, 9.3798], [20.2821, 10.3054, 8.6941], [22.7552, 10.2520, 9.2447], [23.7821, 11.3561, 9.3292], [23.3000, 12.4933, 8.4932], [21.7814, 12.3911, 8.6313], [20.7769, 12.9284, 13.1306], [19.3335, 11.8552, 13.2781], [19.1145, 13.4264, 12.7605], [19.9222, 13.0706, 10.6338], [19.0398, 11.6521, 11.0072], [21.0094, 10.2554, 11.3210], [22.0644, 11.6660, 11.4872], [20.2836, 9.3434, 9.2098], [20.4215, 10.3908, 7.5949], [19.3533, 10.8132, 8.8854], [22.8278, 9.7821, 8.2494], [22.8702, 9.4814, 10.0291], [24.8338, 11.1111, 9.0941], [23.7940, 11.7239, 10.3957], [23.6774, 12.4697, 7.4548], [23.5835, 13.4433, 8.9015], [21.2462, 12.3747, 7.7163], [21.3525, 13.1703, 9.2397], [9.8180, 19.7206, 11.2720], [10.4274, 20.0174, 12.7059], [11.5979, 21.0617, 12.5970], [11.9562, 21.6699, 13.8802], [12.1934, 20.4777, 14.8042], [10.8099, 22.4848, 14.4422], [11.5057, 23.2405, 15.5554], [12.9176, 23.5599, 14.9954], [13.1671, 22.5955, 13.8250], [10.5633, 19.5681, 10.5020], [9.2371, 20.5390, 10.9265], [9.1604, 18.8571, 11.2866], [10.8288, 19.0715, 13.0542], [9.6512, 20.3951, 13.3516], [11.2952, 21.8717, 11.9153], [12.4296, 20.4929, 12.2171], [11.2139, 20.0850, 14.9960], [12.6607, 20.8367, 15.7456], [12.8107, 19.7852, 14.2426], [10.0587, 21.7521, 14.7965], [10.3377, 23.1754, 13.7464], [11.6139, 22.6891, 16.5341], [10.8553, 24.1071, 15.7736], [13.6099, 23.6580, 15.8666], [12.8517, 24.5525, 14.5144], [14.0720, 21.9481, 13.9322], [13.1703, 23.0653, 12.8486], [11.1676, 28.9532, 21.2318], [11.6837, 28.9474, 19.7796], [13.1793, 29.2529, 19.8391], [13.7867, 29.7999, 18.5153], [13.4249, 28.9236, 17.3723], [15.2477, 29.9052, 18.6612], [15.6982, 30.8929, 17.5860], [14.4437, 31.7923, 17.4076], [13.4510, 31.2516, 18.3923], [10.3038, 28.2913, 21.3368], [10.9892, 29.9247, 21.6810], [11.8404, 28.4962, 21.9071], [11.0100, 29.6390, 19.2189], [11.5857, 27.9443, 19.2684], [13.7768, 28.3683, 20.1503], [13.3480, 30.1476, 20.5034], [13.9071, 28.0030, 17.6349], [13.8734, 29.2557, 16.4372], [12.4070, 28.7222, 17.2529], [15.6566, 28.9059, 18.5510], [15.3916, 30.3972, 19.6226], [15.9198, 30.3249, 16.6425], [16.6831, 31.3659, 17.7591], [14.1319, 31.7606, 16.3945], [14.6121, 32.8594, 17.5318], [12.4381, 31.4507, 18.0964], [13.6350, 31.7053, 19.3731], [16.7704, 15.6928, 15.1511], [15.2662, 15.8530, 15.2363], [14.7684, 16.3639, 16.5458], [13.2470, 16.3677, 16.5803], [12.6961, 17.1484, 15.4838], [12.8485, 16.9612, 17.9346], [12.1466, 15.8607, 18.6999], [12.7886, 14.5816, 18.0787], [12.7171, 14.9807, 16.5867], [17.2725, 16.6349, 15.1131], [16.9901, 15.0597, 14.2619], [17.2024, 15.1115, 16.0013], [14.8642, 14.8636, 15.0570], [14.8580, 16.5566, 14.5109], [15.1772, 17.3892, 16.7237], [15.0983, 15.6683, 17.3565], [13.1389, 18.1541, 15.6412], [11.6151, 17.3125, 15.5494], [12.9649, 16.6568, 14.5368], [12.1592, 17.7383, 17.6120], [13.6914, 17.4669, 18.4443], [11.0729, 15.8084, 18.6966], [12.4164, 15.9022, 19.7624], [12.2938, 13.6157, 18.2782], [13.8294, 14.5157, 18.4590], [11.6456, 15.0002, 16.4205], [13.2937, 14.4480, 15.8019], [19.7716, 27.6853, 15.9662], [19.7617, 26.2729, 16.6929], [18.9470, 25.3355, 15.7558], [19.2488, 23.8496, 15.9353], [18.4275, 23.1037, 14.9712], [18.9540, 23.3614, 17.2504], [20.2251, 23.4782, 18.0988], [21.3994, 23.3001, 17.0447], [20.6813, 23.5479, 15.6730], [20.2127, 27.7394, 14.9384], [20.3257, 28.4862, 16.4227], [18.7205, 27.9300, 15.8935], [19.2516, 26.3427, 17.6558], [20.7535, 25.8307, 16.7889], [19.0617, 25.6036, 14.6899], [17.8676, 25.4663, 16.0122], [17.4114, 23.1214, 15.2915], [18.8070, 22.1201, 14.9798], [18.4664, 23.5411, 14.0134], [18.7539, 22.2712, 17.1344], [18.0931, 23.9504, 17.6873], [20.3337, 22.6279, 18.8195], [20.4025, 24.4300, 18.6123], [21.8049, 22.3460, 17.1787], [22.1580, 24.0629, 17.1483], [20.7650, 22.7443, 14.9832], [21.1094, 24.3827, 15.1245], [17.1096, 22.4689, 11.2976], [17.7815, 21.2015, 10.8565], [18.2584, 20.5355, 12.1684], [19.0492, 19.2365, 11.9463], [20.4132, 19.5939, 11.4434], [18.2306, 18.3545, 11.0098], [18.8483, 16.9898, 11.2067], [19.3551, 16.9032, 12.6285], [19.1099, 18.3163, 13.1602], [16.5171, 22.1282, 12.1405], [16.4843, 22.9357, 10.5351], [17.6772, 23.2717, 11.6589], [18.6027, 21.3684, 10.1345], [16.9807, 20.5253, 10.4234], [17.4710, 20.2487, 12.8727], [18.9987, 21.1635, 12.6698], [20.9730, 18.6795, 11.2536], [20.8584, 20.1280, 12.2836], [20.2887, 20.3535, 10.6385], [18.1283, 18.6071, 9.9733], [17.2430, 18.4479, 11.5159], [19.6730, 16.8916, 10.5143], [18.1114, 16.1851, 10.9411], [20.4006, 16.7177, 12.5567], [18.9655, 16.1060, 13.3013], [19.9474, 18.7084, 13.7687], [18.1700, 18.3565, 13.6992], [14.7837, 21.4238, 24.2387], [14.3156, 21.9660, 22.8500], [13.6630, 20.9001, 21.9140], [13.3169, 21.3773, 20.5937], [14.4871, 21.4011, 19.7149], [12.5778, 22.6977, 20.6437], [11.9122, 22.6999, 19.2716], [11.7250, 21.1505, 18.7987], [12.2744, 20.4068, 19.9861], [13.9527, 21.0377, 24.8776], [15.2425, 22.3250, 24.6394], [15.5357, 20.6682, 24.1943], [15.1395, 22.4262, 22.3536], [13.5414, 22.7011, 22.9465], [12.7894, 20.6485, 22.5392], [14.3547, 20.1018, 21.7036], [14.8738, 20.3599, 19.6921], [15.0829, 22.1441, 20.2121], [14.2164, 21.8015, 18.7607], [13.3690, 23.4396, 20.8363], [11.8845, 22.7272, 21.4904], [12.5665, 23.2241, 18.5720], [10.9529, 23.2254, 19.2644], [12.2908, 21.0253, 17.9082], [10.6749, 20.8881, 18.6105], [12.6744, 19.4524, 19.6568], [11.5381, 20.1420, 20.7152], [20.0822, 20.2182, 16.1814], [15.6939, 16.9219, 20.5093], [15.0938, 18.2281, 20.4050], [14.8736, 15.9010, 20.9017], [16.1294, 16.6119, 19.2237], [16.7642, 16.9577, 21.3467], [15.5386, 25.6178, 18.0002], [14.3372, 25.7032, 18.6953], [16.3420, 24.6711, 18.6146], [15.2253, 25.2014, 16.6807], [16.1088, 26.8938, 17.8550], [15.0139, 18.6685, 12.4170], [15.1940, 18.0629, 11.2592], [13.7535, 18.3289, 13.0100], [16.0205, 18.2480, 13.2729], [15.1245, 20.0592, 12.2630], [16.3049, 20.0601, 16.4154], [14.9074, 20.3289, 16.8258], [14.4306, 19.4112, 17.5593], [14.3089, 21.3961, 16.5004], [16.6148, 18.9984, 16.2777], [17.0131, 20.4488, 17.1306], [16.4719, 20.6131, 15.4887]],
  "total_energy_ev": -134000.21971,
  "orbital_gap_ev": 8.17,
  "homo_ev": -12.80,
  "total_charge": 3
}